Computed, not measured: 4 unconnected molecules or ions with the total composition C37H100N9O4P4Si in a non-equilibrium geometry, with ωB97M-V/def2-TZVPD.

As for the multiplicity: 1. The charge is -1. The calculation puts the LUMO energy at 0.2 eV. The maximum force is 6.9 eV/Å. For the total energy, the calculation gives -106614.13408 eV.

Each line ends with the Mulliken charge.
Cartesian coordinates (Å):
C: -4.92401 -8.09373 -1.13203  -0.7333
C: -3.81599 -9.16760 -1.51034  -0.4815
C: -2.67288 -8.41639 -2.29328  -0.8267
C: -1.74132 -7.52540 -1.35145  0.3260
C: -0.91376 -6.58262 -2.33176  -1.3257
C: 0.12361 -5.66546 -1.59353  1.0452
C: 1.19695 -6.42770 -0.73207  -0.9251
C: 2.37072 -5.37318 -0.44297  -0.1720
C: 3.39079 -5.36692 -1.64619  -0.6566
C: 4.23537 -4.03797 -1.77945  -0.7603
C: 4.00751 -3.26499 -3.16100  -0.8912
C: 3.12316 -1.95705 -2.99066  0.4626
C: 2.22983 -1.64424 -4.26377  -0.5675
C: 0.88457 -2.49622 -4.24266  0.7813
P: -0.70635 -1.42320 -3.89604  0.0767
C: -0.70694 -2.17231 -2.09878  1.0278
C: -1.86996 -1.63625 -1.19353  -0.8461
O: -1.85825 -2.37260 0.06570  0.0552
Si: -1.00111 -1.57952 1.31586  0.5495
C: 0.90707 -1.52152 1.01434  -0.1769
C: -1.61974 0.21284 1.58583  -0.8673
C: -1.21116 -2.65911 2.90377  -1.0041
H: -4.45969 -7.08204 -1.00408  0.0943
H: -5.71689 -8.07385 -1.92199  0.3216
H: -5.38849 -8.43956 -0.16744  0.2200
H: -4.22948 -9.95149 -2.19900  0.3135
H: -3.34877 -9.61388 -0.59788  0.3015
H: -1.96067 -9.10654 -2.82973  0.3768
H: -3.05741 -7.70860 -3.08137  0.3458
H: -0.99007 -8.15451 -0.80426  0.2974
H: -2.35436 -6.90091 -0.64583  -0.2662
H: -0.47206 -7.13851 -3.19646  0.2908
H: -1.68497 -5.88701 -2.77920  0.3779
H: 0.68181 -5.10167 -2.39573  -0.3889
H: -0.36498 -4.89315 -0.94142  -0.2478
H: 1.63771 -7.29563 -1.28472  0.2997
H: 0.79774 -6.75242 0.27104  0.3776
H: 2.83100 -5.58396 0.55188  0.4803
H: 1.84929 -4.37147 -0.44687  -0.2129
H: 2.83579 -5.59847 -2.60070  0.3043
H: 4.07198 -6.25571 -1.49101  0.3439
H: 3.99261 -3.37878 -0.90647  0.4022
H: 5.32396 -4.32388 -1.75743  0.4165
H: 3.62455 -3.94303 -3.96786  0.4123
H: 5.03608 -2.89822 -3.44802  0.3343
H: 2.54081 -2.05008 -2.04077  -0.4673
H: 3.82133 -1.07809 -2.86200  0.3765
H: 2.03375 -0.54587 -4.36628  -0.1725
H: 2.82571 -2.03061 -5.14296  0.3526
H: 0.77928 -3.10794 -5.18616  0.4465
H: 1.01329 -3.24717 -3.40808  -1.2713
H: -1.51733 -2.59190 -4.29703  0.0465
H: -1.94648 -0.72539 -3.56083  0.0714
H: 0.08670 -0.29685 -3.42628  -0.5334
H: -0.73584 -0.93954 -5.27352  0.1839
H: 0.31816 -1.98654 -1.68656  -0.4666
H: -0.89927 -3.27084 -2.23998  -0.8474
H: -2.83145 -1.92751 -1.70913  0.2764
H: -1.89094 -0.52255 -1.07951  0.2007
H: 1.19525 -2.36138 0.33967  -0.5017
H: 1.44840 -1.59437 1.99437  0.4821
H: 1.13543 -0.52928 0.54978  0.1028
H: -1.42614 0.79279 0.63595  0.0353
H: -2.72521 0.25853 1.74773  0.2434
H: -1.01224 0.70858 2.38275  0.3452
H: -1.28894 -3.73265 2.55938  0.1119
H: -2.11222 -2.38502 3.50515  0.2859
H: -0.26500 -2.62429 3.51450  0.4275
O: 2.65019 2.52692 -1.84251  -0.8396
P: 2.19013 3.97152 -2.08332  0.5897
N: 0.77076 3.60588 -2.96574  0.5748
C: 0.73493 3.01402 -4.29203  -1.0764
C: -0.31146 3.08230 -2.12750  -1.5480
N: 3.59318 4.44702 -2.97647  0.2331
C: 3.71338 4.40988 -4.41793  -1.0098
C: 4.85487 3.97882 -2.39553  -1.0879
N: 1.67310 5.66225 -2.14890  0.1231
C: 0.84354 6.32734 -3.12905  -0.8944
C: 2.34669 6.57243 -1.23166  -1.3264
H: -0.27628 3.06785 -4.70396  0.4401
H: 1.05102 1.96411 -4.28858  0.2158
H: 1.33882 3.56199 -5.01086  0.3891
H: -0.77484 3.90457 -1.56713  0.2766
H: 0.05180 2.34168 -1.40830  0.4713
H: -1.10138 2.60863 -2.71109  0.4490
H: 3.63484 3.38997 -4.81263  0.3172
H: 4.67872 4.81699 -4.73575  0.3551
H: 2.97176 5.04626 -4.90137  0.2315
H: 5.07807 2.94430 -2.68586  0.3046
H: 4.82120 4.02559 -1.30539  0.3156
H: 5.68516 4.61612 -2.71406  0.3653
H: 1.09867 6.05709 -4.15444  0.2470
H: 0.94504 7.41463 -3.06090  0.4339
H: -0.21538 6.10436 -2.96781  0.2080
H: 3.18457 7.08075 -1.72439  0.3227
H: 2.74428 6.02755 -0.37155  0.3536
H: 1.66001 7.32610 -0.83564  0.5580
O: 3.53740 9.91251 0.95614  -0.8533
P: 4.41918 9.55013 2.15995  0.7329
N: 3.12992 9.09100 3.18954  0.3492
C: 2.12533 9.99040 3.72353  -1.1377
C: 2.54495 7.79440 2.83764  -1.2651
N: 5.07798 11.13305 2.37688  0.2040
C: 4.52852 12.15014 3.24662  -1.0621
C: 5.50899 11.77416 1.13031  -1.0830
N: 5.47768 9.01367 3.46892  0.0558
C: 5.21475 8.95126 4.89011  -0.8602
C: 6.87999 8.82173 3.11947  -1.1401
H: 1.54466 9.48394 4.49954  0.3860
H: 1.43278 10.35367 2.95337  0.3144
H: 2.56054 10.84480 4.23430  0.3622
H: 3.20644 6.98753 3.17395  0.2938
H: 2.40347 7.69019 1.75720  0.3374
H: 1.57646 7.62954 3.31083  0.4119
H: 3.52238 12.45821 2.93740  0.3546
H: 5.16385 13.04112 3.24849  0.3678
H: 4.50673 11.82356 4.28674  0.2358
H: 4.66992 12.24648 0.60402  0.3205
H: 5.96543 11.04650 0.45713  0.3218
H: 6.26630 12.53680 1.33180  0.3593
H: 4.70659 9.83968 5.26699  0.2466
H: 6.14356 8.86055 5.46020  0.4214
H: 4.60987 8.07559 5.14268  0.2086
H: 7.47057 9.71472 3.35746  0.3345
H: 6.98778 8.62371 2.05073  0.3365
H: 7.31049 7.96350 3.64243  0.4500
O: -7.14843 -5.06133 0.99491  -0.8691
P: -6.36055 -5.35894 2.27922  0.6760
N: -7.70588 -5.76187 3.26383  0.3685
C: -8.73007 -4.83314 3.69905  -1.1643
C: -8.27961 -7.07056 2.94801  -1.1624
N: -5.68828 -3.77822 2.44223  0.4010
C: -6.26053 -2.70874 3.22885  -1.1063
C: -5.18614 -3.21169 1.18402  -1.0072
N: -5.34394 -5.84291 3.64092  0.1468
C: -5.64838 -5.84277 5.05428  -0.8887
C: -3.93193 -6.05605 3.34046  -1.0212
H: -9.35373 -5.29737 4.46884  0.4152
H: -9.37968 -4.50608 2.87650  0.2999
H: -8.31580 -3.95593 4.18790  0.3529
H: -7.64121 -7.86215 3.35823  0.2931
H: -8.36587 -7.22849 1.86788  0.3212
H: -9.27261 -7.20767 3.37837  0.3845
H: -7.24595 -2.40319 2.85539  0.3872
H: -5.61078 -1.82843 3.21333  0.2833
H: -6.33704 -2.97809 4.28342  0.2575
H: -5.99111 -2.75685 0.59270  0.3418
H: -4.70967 -3.98141 0.57550  0.2017
H: -4.42621 -2.45115 1.37802  0.1925
H: -6.16229 -4.93658 5.37756  0.2572
H: -4.73699 -5.91274 5.65460  0.4291
H: -6.26566 -6.70449 5.32674  0.1973
H: -3.34350 -5.15676 3.55650  0.3714
H: -3.79439 -6.30022 2.28471  0.1473
H: -3.52154 -6.89325 3.91237  0.4845

Forces on atoms 1 to 6 (eV/Å):
C 0.22 -1.20 0.32
C 0.47 1.30 -0.99
C 0.97 0.33 0.58
C 0.43 -0.08 -1.63
C -1.14 1.07 1.02
C 0.51 -0.72 -0.40

Computed, not measured: 15 unconnected molecules or ions with the total composition C37H102N16O15 in a non-equilibrium geometry, with ωB97M-V/def2-TZVPD.

As for the multiplicity: 1. The charge is 0. The calculation puts the LUMO energy at -0.1 eV. The maximum force is 5.9 eV/Å. For the total energy, the calculation gives -94577.51108 eV.

Each line ends with the Mulliken charge.
Cartesian coordinates (Å):
C: -11.00910 19.35729 -4.81578  -2.4108
C: -9.71623 19.55265 -4.02312  3.1685
C: -9.27374 21.07735 -3.87113  -0.6355
C: -8.26586 21.38093 -2.85241  0.1932
C: -8.55623 20.67380 -1.50358  -0.6153
C: -8.74415 19.14661 -1.66968  3.2663
N: -9.83167 18.93021 -2.61055  1.4935
O: -10.40994 17.67885 -2.59472  -0.6451
C: -7.39976 18.47712 -1.92289  -1.4687
C: -9.21979 18.67196 -0.26708  -1.7824
C: -8.61880 18.90107 -4.89984  -1.8358
H: -11.18814 18.33681 -5.15440  0.4245
H: -11.05303 19.92854 -5.74305  0.1008
H: -11.90261 19.64201 -4.26021  0.1899
H: -8.79868 21.29639 -4.82739  0.0634
H: -10.11615 21.76905 -3.86979  -0.5740
H: -8.32286 22.45703 -2.68852  -0.1152
H: -7.27169 21.08902 -3.19081  0.2793
H: -9.48458 20.99478 -1.03110  -0.8200
H: -7.82988 20.88734 -0.71941  -0.2312
H: -6.72998 18.57439 -1.06848  0.1212
H: -7.53873 17.42812 -2.18438  0.1241
H: -6.88022 18.92110 -2.77204  0.4207
H: -8.52356 18.98973 0.50907  0.1221
H: -10.18804 19.10545 -0.01676  0.0393
H: -9.34815 17.59430 -0.16574  0.0094
H: -8.80795 17.82785 -4.87726  0.4101
H: -7.54577 19.06357 -4.79835  0.2639
H: -8.72999 19.21439 -5.93790  0.3334
H: -9.74146 17.11554 -2.99148  0.3324
C: -11.51160 25.43841 -0.66858  -2.0658
C: -12.49196 24.32075 -1.17635  2.1261
C: -13.85360 24.78736 -0.75274  -1.5830
C: -15.05557 24.12194 -1.42673  -0.6220
C: -14.81161 24.40135 -3.00888  -1.5892
C: -13.48372 23.74361 -3.54254  1.5381
N: -12.38718 24.22244 -2.67995  0.2860
O: -11.05423 23.99405 -3.11967  -0.2345
C: -13.53047 22.15069 -3.54268  -0.9845
C: -13.29881 24.33854 -5.00608  -2.0002
C: -12.17494 23.00530 -0.47949  -1.1878
H: -10.45153 25.18870 -0.71330  0.1804
H: -11.74266 25.69458 0.36540  0.4333
H: -11.68141 26.38694 -1.17804  0.5056
H: -13.93604 24.72694 0.33245  0.4833
H: -13.90059 25.82552 -1.08156  0.3940
H: -16.00988 24.57939 -1.16569  0.4145
H: -15.09320 23.04835 -1.24207  0.3154
H: -14.86286 25.47156 -3.20919  0.4181
H: -15.60033 24.04443 -3.67117  0.4810
H: -14.16580 21.82419 -4.36600  0.4419
H: -12.56559 21.69989 -3.77480  -0.2491
H: -13.95495 21.82122 -2.59433  0.4761
H: -12.42760 23.92682 -5.51556  0.3397
H: -14.06907 24.07248 -5.72997  0.4359
H: -13.18766 25.41957 -5.09035  0.4418
H: -12.99253 22.28444 -0.48129  0.1713
H: -11.94221 23.13315 0.57767  0.4989
H: -11.27279 22.54343 -0.88061  -0.1954
H: -10.85715 24.83541 -3.53783  0.2671
C: -6.71407 16.10190 1.36049  0.5861
O: -5.99316 15.41472 0.70145  -0.6898
N: -7.75163 15.68577 2.00890  -0.2208
N: -6.41843 17.32504 1.82919  -0.2354
H: -8.27456 16.30933 2.60707  0.2313
H: -8.04614 14.73210 1.85431  0.1862
H: -7.02077 17.76272 2.51164  0.0495
H: -5.53506 17.77431 1.63445  0.1629
C: -5.02721 18.15653 -7.40897  0.6147
O: -6.16913 17.87536 -7.17784  -0.9618
N: -4.61113 19.18693 -8.09781  -0.3250
N: -3.98547 17.38765 -7.20957  -0.4175
H: -5.19953 19.96644 -8.35521  0.2096
H: -3.60911 19.27437 -8.18942  0.1487
H: -4.23690 16.49158 -6.81721  0.2791
H: -3.03772 17.71863 -7.32050  0.1540
C: -9.29001 18.31871 3.47689  0.4933
O: -9.08237 17.18979 3.72781  -0.7206
N: -10.22867 18.73229 2.66308  -0.1780
N: -8.69746 19.41655 3.89935  -0.2786
H: -10.81249 17.96189 2.37026  0.1166
H: -10.45596 19.71599 2.63514  0.1133
H: -9.29277 20.22817 3.81584  0.1566
H: -7.91909 19.36175 4.54064  0.2228
C: -12.97924 19.02532 -0.27571  0.5452
O: -13.85595 19.60649 0.38239  -0.7675
N: -12.46029 19.46549 -1.42105  0.4731
N: -12.54311 17.80006 -0.02835  -0.2982
H: -11.74643 18.93758 -1.90253  -0.1595
H: -12.81989 20.36959 -1.69193  -0.3451
H: -11.66868 17.54566 -0.46511  0.1187
H: -12.84166 17.36577 0.83325  0.2875
C: -5.46459 15.40857 -4.72077  0.7753
O: -4.45409 15.28313 -5.39075  -0.8735
N: -6.27952 16.36626 -4.87661  0.1729
N: -5.90397 14.54525 -3.88255  -0.2572
H: -7.05746 16.39038 -4.23292  0.0158
H: -6.20680 17.04124 -5.62442  -0.1368
H: -5.37523 13.70322 -3.70505  0.2041
H: -6.76325 14.75125 -3.39334  0.0307
C: -9.25077 18.19754 -8.77577  0.5409
O: -10.28368 18.47894 -9.36747  -0.7635
N: -8.99960 16.99839 -8.41353  -0.3383
N: -8.28657 19.03474 -8.61106  0.0330
H: -9.76730 16.34323 -8.37508  0.2476
H: -8.23778 16.85139 -7.76692  0.1412
H: -8.38071 19.96045 -9.00388  0.1987
H: -7.53787 18.75307 -7.99445  -0.0388
C: -8.78519 14.68133 -2.13330  0.7665
O: -8.70885 15.44730 -3.07179  -0.7458
N: -8.80746 14.95889 -0.82006  -0.1235
N: -8.79454 13.37610 -2.33844  -0.4181
H: -8.72487 15.94730 -0.62944  -0.1043
H: -8.64645 14.25322 -0.11564  0.1919
H: -9.03362 12.78031 -1.55870  0.1487
H: -8.56635 13.03896 -3.26276  0.2893
C: -5.35256 22.71893 -5.75300  -0.9933
C: -6.37367 22.35013 -6.85738  0.4431
O: -5.80802 21.86610 -8.09281  -0.5665
H: -5.89702 23.10341 -4.89054  0.1614
H: -4.75449 23.56116 -6.10096  0.4277
H: -4.81198 21.87228 -5.32984  0.3121
H: -7.07127 23.16581 -7.04745  0.3441
H: -6.91115 21.50066 -6.43593  -0.4203
H: -5.03812 22.37743 -8.35242  0.2862
C: -12.43468 21.23733 -7.80045  -0.2259
C: -11.47593 21.35065 -9.03898  0.1485
O: -12.03154 20.51747 -10.01042  -0.6050
H: -11.93395 21.65527 -6.92712  -0.1008
H: -12.63801 20.21574 -7.47934  -0.1260
H: -13.40105 21.68571 -8.03109  0.4809
H: -10.52289 20.94051 -8.70491  -0.3590
H: -11.32392 22.34505 -9.45871  0.3326
H: -11.40046 19.79512 -10.05008  0.5368
C: -8.54612 23.26542 1.00727  -0.1936
C: -7.73186 22.68694 2.15491  -0.0232
O: -8.09920 23.26439 3.43475  -0.6007
H: -8.50694 24.34013 1.18497  0.4655
H: -9.60632 23.01336 0.98419  0.0743
H: -8.20342 23.05752 -0.00635  -0.1623
H: -6.68416 22.86360 1.91153  0.3016
H: -7.94012 21.61704 2.16071  -0.0585
H: -7.59179 22.78019 4.09025  0.3287
C: -4.85157 21.17089 0.03519  -0.3811
C: -3.59942 22.12401 -0.09335  -0.6195
O: -2.46120 21.31005 -0.11966  -0.5290
H: -5.83607 21.61527 0.18151  -0.1354
H: -4.74470 20.50184 0.88903  0.3387
H: -4.87548 20.52421 -0.84192  0.2485
H: -3.52455 22.83884 0.72611  0.3190
H: -3.57463 22.84551 -0.91000  0.3722
H: -1.92210 21.61776 -0.85197  0.3422
C: -13.93229 17.32917 -6.11750  -0.8916
C: -14.87344 18.38477 -5.65624  0.4530
O: -15.59915 17.76476 -4.60668  -0.5823
H: -13.08606 17.08813 -5.47414  0.1282
H: -13.44877 17.62695 -7.04789  0.2932
H: -14.46044 16.42340 -6.41542  0.3562
H: -15.49602 18.83556 -6.42909  0.3830
H: -14.35995 19.26682 -5.27361  -0.3435
H: -14.97727 17.45156 -3.94580  0.3085
C: -6.03532 25.08570 -1.27996  -0.8840
C: -7.35167 25.82695 -1.56347  0.2672
O: -7.01045 26.99062 -2.28877  -0.5606
H: -6.15442 24.23828 -0.60484  0.1106
H: -5.42578 25.72957 -0.64595  0.4543
H: -5.56816 24.77150 -2.21331  0.2744
H: -7.73458 26.11223 -0.58362  0.1809
H: -8.15060 25.23438 -2.00918  -0.0957
H: -7.82462 27.48909 -2.39003  0.3166

Forces on atoms 1 to 6 (eV/Å):
C -0.65 0.16 0.25
C 1.58 0.38 0.74
C -1.64 -1.32 -2.02
C 0.31 -0.06 2.36
C -0.55 -0.25 -0.53
C 0.27 0.12 1.81

- The highest maximum force belongs to which entry?
  C37H100N9O4P4Si

- The highest total energy belongs to which entry?
  C37H102N16O15

- Number 2 is which compound?
  C37H102N16O15

- Which value of charge does entry 1 give?
  -1